1.
Density functional theory data (ωB97M-V with the def2-TZVPD basis set) for 2 unconnected molecules or ions with the total composition C2H3BrClF.

Last column: Mulliken charge in e.
CARTESIAN COORDINATES (ANGSTROEM)
C  0.20105  0.12479  -0.26419  -0.065
C  -0.98292  -0.15786  0.06303  -0.611
F  0.77300  -0.37596  -1.35863  -0.214
Cl  -0.52244  2.96842  -0.58860  -0.374
Br  -1.98054  0.56620  1.54382  -0.021
H  0.84345  0.91935  0.17700  0.515
H  -0.55227  1.46716  -0.98971  0.384
H  -1.44481  -0.50013  -0.89226  0.387

Highest occupied orbital energy: -10.35 eV
SMILES: F/C=C/Br.Cl
Energy above the lowest of the compared OMol25 structures with the same formula, charge and spin: 244.7 kJ/mol
E_LUMO: 0.0132 Eh
E: -87402.345 eV

***

2.
Density functional theory data (ωB97M-V with the def2-TZVPD basis set) for C4H11N3O2 in the gas phase.

Last column: Mulliken charge in e.
CARTESIAN COORDINATES (ANGSTROEM)
C  0.50103  1.32851  -1.54395  -1.357
N  1.92366  0.18851  0.75745  -0.695
C  1.08431  -0.74617  0.05033  -0.044
C  0.17128  -0.04267  -0.97842  0.084
H  2.32172  -0.22852  1.59603  0.268
H  1.39046  0.99290  1.09289  0.279
H  1.62895  -1.60871  -0.34243  0.410
H  -0.03066  -0.71662  -1.82612  0.279
H  -0.30784  1.67407  -2.19519  0.381
H  1.42354  1.29511  -2.13264  0.379
H  0.62989  2.08303  -0.76230  0.274
C  -0.93458  -0.13578  0.14794  0.458
N  -2.15616  -0.66439  -0.37534  -0.742
O  -0.01391  -0.80338  2.23084  -0.514
O  -1.18852  1.03676  0.89221  -0.534
N  -0.17491  -1.17566  0.82734  -0.190
H  -0.31675  -1.62259  2.66211  0.354
H  -1.31063  0.67810  1.78593  0.412
H  -2.61850  -0.00552  -0.99443  0.254
H  -2.02237  -1.52697  -0.89227  0.246

Highest occupied orbital energy: -9.03 eV
SMILES: C[C@H]1[C@@H](N)N(O)[C@@]1(N)O
Energy above the lowest of the compared OMol25 structures with the same formula, charge and spin: 303.1 kJ/mol
E_LUMO: 0.0257 Eh
E: -12889.688 eV

***

3.
Density functional theory data (ωB97M-V with the def2-TZVPD basis set) for C3H9N3OS in the gas phase.

Last column: Mulliken charge in e.
CARTESIAN COORDINATES (ANGSTROEM)
C  -1.61701  -0.78170  -0.78050  -0.424
C  -1.01860  -0.80772  0.67016  -0.537
C  0.81640  0.68029  0.28392  0.267
H  -1.02689  0.93528  -1.45326  0.353
H  -2.57167  -1.33744  -0.80625  0.369
H  -0.95421  -1.34639  -1.43471  0.248
H  -0.42025  -1.71969  0.83870  0.297
H  -1.91797  -0.81400  1.30649  0.369
H  -0.93925  1.20994  1.09306  0.372
H  0.35828  2.47736  -0.10394  0.263
H  1.71029  -0.97045  1.17869  0.303
H  3.81577  0.57442  -0.11317  0.127
N  -0.30973  0.39157  1.09338  -0.313
N  1.13680  1.81174  -0.20115  -0.659
N  1.73664  -0.38356  0.31701  -0.293
O  -1.89844  0.51192  -1.24563  -0.560
S  3.09984  -0.43155  -0.64278  -0.182

Highest occupied orbital energy: -9.37 eV
SMILES: [H]/N=C(/NS)NCCO
Energy above the lowest of the compared OMol25 structures with the same formula, charge and spin: 98.0 kJ/mol
E_LUMO: 0.0251 Eh
E: -20609.106 eV

***

4.
Density functional theory data (ωB97M-V with the def2-TZVPD basis set) for a molecular structure, C7H14F6MgN2PSe2.

Last column: Mulliken charge in e.
CARTESIAN COORDINATES (ANGSTROEM)
Mg  -0.61766  0.24729  0.41278  0.745
C  2.89234  -1.87023  -2.80964  -0.977
Se  2.04253  -0.45983  -1.79439  0.583
C  0.76413  0.21086  -3.13561  -0.752
C  -0.53311  -0.58322  -3.18272  -0.685
Se  -1.86006  0.02297  -1.83122  0.231
C  -3.11390  -1.44740  -1.93958  -1.031
H  3.40641  -1.43702  -3.66615  0.384
H  2.17704  -2.60957  -3.16539  0.375
H  3.62889  -2.34987  -2.16799  0.372
H  1.26757  0.17125  -4.10556  0.519
H  0.58202  1.26496  -2.90163  0.378
H  -0.35932  -1.65361  -3.04021  0.365
H  -1.01881  -0.44718  -4.15464  0.484
H  -2.62496  -2.40747  -1.78335  0.356
H  -3.59685  -1.43489  -2.91798  0.372
H  -3.88043  -1.28146  -1.18183  0.364
N  0.94845  -0.79821  2.73537  -0.056
C  0.80738  -1.49999  3.86435  -0.097
C  -0.48932  -1.97716  3.89451  -0.739
C  -1.07193  -1.50098  2.72730  -0.236
N  -0.18953  -0.78775  2.02834  0.226
H  1.74982  -0.25332  2.43912  0.209
H  1.60470  -1.62631  4.56933  0.477
H  -0.94602  -2.58964  4.64481  0.415
H  -2.08388  -1.62304  2.38082  0.417
F  0.80242  1.33944  0.17694  -0.640
P  -0.17066  2.92169  0.46546  1.484
F  1.07353  3.66308  -0.08524  -0.282
F  -0.68386  2.55749  -1.03446  -0.326
F  -1.41179  1.81769  0.95059  -0.405
F  -1.12164  4.10783  0.68067  -0.226
F  0.38254  2.75972  1.92433  -0.305

Highest occupied orbital energy (spin up / spin down): -16.32 / -16.32 eV
2S+1: 2
Net charge: +2
Energy above the lowest of the compared OMol25 structures with the same formula, charge and spin: 102.0 kJ/mol
E_LUMO (spin up / spin down): -0.2346 / -0.4075 Eh
E: -172187.931 eV
Expectation value of S²: 0.753

***

5.
Density functional theory data (ωB97M-V with the def2-TZVPD basis set) for a molecular structure, C40H37GeNO2S4SbTi.

Last column: Mulliken charge in e.
CARTESIAN COORDINATES (ANGSTROEM)
Ti  -0.75171  -0.06486  0.13584  0.513
C  2.95267  -3.44163  1.65017  -1.552
C  2.44805  -2.50040  0.58986  0.924
C  1.90920  -3.01375  -0.59607  -0.056
C  1.40844  -2.17424  -1.56812  -0.401
C  1.43551  -0.78909  -1.38141  -0.950
C  1.96860  -0.26544  -0.20784  -0.472
C  2.47175  -1.12877  0.76879  -0.538
H  2.16957  -4.14670  1.93881  0.247
H  3.27153  -2.89799  2.54002  0.307
H  3.80287  -4.02286  1.28350  0.443
H  1.84117  -4.08866  -0.72813  0.260
H  0.95573  -2.59216  -2.45886  0.340
H  1.07601  -0.11592  -2.15025  0.494
H  2.04349  0.81049  -0.06894  0.736
H  2.86032  -0.70947  1.69010  0.292
S  -1.57315  4.72742  1.31241  -0.673
Sb  -0.04305  3.12371  0.84187  0.725
S  -0.37502  1.13883  2.25468  -0.734
S  -0.65312  1.99504  -1.17349  -0.769
S  2.19143  3.53636  0.89371  -0.717
C  -0.75099  -3.86928  6.70225  -1.746
C  -0.95655  -4.69902  5.45899  1.780
C  -1.52267  -5.96875  5.58707  -1.054
C  -1.78849  -6.71967  4.45613  -1.090
C  -1.47350  -6.23879  3.19563  -1.365
C  -0.87757  -4.98150  3.04809  0.810
N  -0.55103  -4.41886  1.82758  1.260
C  -0.92909  -4.84250  0.54190  0.029
C  -0.85087  -6.15780  0.13000  -0.297
C  -1.28769  -6.56311  -1.14027  -0.965
C  -1.81326  -5.60869  -2.01646  -0.477
C  -1.84735  -4.28005  -1.65997  -1.561
C  -1.36195  -3.83223  -0.39594  0.138
C  -1.26196  -2.44874  -0.15572  1.926
O  -1.70224  -1.52749  -0.98004  -1.302
O  -0.63000  -1.92863  0.88844  0.625
C  -0.63352  -4.19643  4.20200  0.971
C  -0.11914  -2.79297  4.02267  -1.307
H  -1.05144  -4.43345  7.58589  0.374
H  -1.34394  -2.95239  6.66711  0.348
H  0.29283  -3.57413  6.82811  0.336
H  -1.77012  -6.34876  6.57178  0.271
H  -2.25761  -7.69288  4.54963  0.350
H  -1.72711  -6.82011  2.32413  0.527
H  -0.42813  -3.40916  1.84889  -0.768
H  -0.42547  -6.89322  0.79982  0.602
H  -1.22388  -7.60527  -1.42738  0.354
H  -2.18015  -5.91169  -2.99107  0.368
H  -2.22017  -3.52680  -2.34154  0.375
H  -0.85381  -2.17260  3.49794  0.013
H  0.09888  -2.31037  4.97131  0.352
H  0.79112  -2.76619  3.41767  -0.023
C  -4.63992  4.02264  4.75513  -0.434
C  -3.39896  3.43379  4.94810  -0.805
C  -2.91929  2.49960  4.04129  -0.036
C  -3.66965  2.12928  2.92668  0.655
C  -4.91946  2.72398  2.75141  -0.391
C  -5.40067  3.66482  3.65221  -0.717
Ge  -3.12172  0.72253  1.65950  -0.321
C  -4.38031  0.94783  0.14633  0.299
C  -4.26932  2.09532  -0.64225  -0.074
C  -5.13238  2.30705  -1.70754  -0.725
C  -6.11487  1.37260  -2.00854  -0.409
C  -6.23574  0.22930  -1.23205  -0.778
C  -5.37456  0.02024  -0.16155  0.069
C  -3.51970  -0.97603  2.57954  0.326
C  -3.60276  -1.04740  3.96986  -0.573
C  -3.77544  -2.26742  4.61364  -0.807
C  -3.86405  -3.44026  3.87695  -0.536
C  -3.79303  -3.38492  2.49093  -0.838
C  -3.62243  -2.16507  1.85354  0.604
H  -5.00680  4.76537  5.45448  0.338
H  -2.78921  3.71968  5.79713  0.362
H  -1.93506  2.07446  4.18641  0.382
H  -5.52116  2.45994  1.88997  0.212
H  -6.36807  4.12529  3.48671  0.360
H  -3.50010  2.82950  -0.42270  0.284
H  -5.02921  3.20165  -2.31029  0.383
H  -6.78187  1.53340  -2.84797  0.332
H  -7.00006  -0.50501  -1.46029  0.369
H  -5.48855  -0.87086  0.44316  0.416
H  -3.52498  -0.13851  4.55671  0.289
H  -3.82528  -2.30549  5.69658  0.430
H  -3.95135  -4.39699  4.37832  0.342
H  -3.83017  -4.29678  1.90579  0.288
H  -3.53728  -2.14466  0.77247  0.431

Highest occupied orbital energy (spin up / spin down): -0.29 / -2.73 eV
2S+1: 4
Net charge: -2
Energy above the lowest of the compared OMol25 structures with the same formula, charge and spin: 0.0 kJ/mol
E_LUMO (spin up / spin down): 0.1544 / 0.1392 Eh
E: -177181.960 eV
Expectation value of S²: 3.785

***

6.
Density functional theory data (ωB97M-V with the def2-TZVPD basis set) for a gas-phase ion, C5H12N3O5S2 (charge -1).

Last column: Mulliken charge in e.
CARTESIAN COORDINATES (ANGSTROEM)
C  -0.72155  0.26572  -0.89407  -0.704
C  1.46737  -0.94257  -1.16468  -1.585
C  -0.63316  -2.11107  -2.03735  -1.699
C  -0.52798  2.62284  2.66178  -0.791
C  -0.06607  -1.06369  -1.03597  1.766
N  -2.14040  0.39158  -0.73175  -0.427
N  -1.51590  0.74592  -1.99204  -0.628
N  -0.91189  1.79956  1.38544  -0.418
O  -1.88425  -2.23083  0.26576  -0.770
O  1.51821  1.43914  0.61173  -0.663
O  -0.04697  2.79067  -0.74513  -0.772
O  0.30600  -3.05257  0.90320  -0.718
O  -0.46510  -0.88595  1.65679  -0.722
S  0.16968  1.60385  0.06028  1.364
S  -0.52938  -1.88488  0.60618  1.270
H  1.90397  -1.84554  -1.61269  0.404
H  1.88004  -0.97218  -0.12017  0.414
H  1.70258  0.00633  -1.64378  0.302
H  -0.28493  -3.08829  -1.62987  0.451
H  -1.69056  -1.96120  -2.04667  0.385
H  -0.25635  -1.96369  -3.03288  0.434
H  0.29003  2.20297  3.21944  0.286
H  -0.31764  3.52659  2.22447  0.362
H  -1.46780  2.77720  3.34256  0.255
H  -2.51881  -0.57564  -0.64645  0.402
H  -1.62851  1.73514  -2.20693  0.362
H  -1.12230  0.82760  1.61165  0.441

Highest occupied orbital energy: -5.77 eV
Net charge: -1
SMILES: CNS(=O)(=O)C1(C(C)(C)S(=O)(=O)[O-])NN1
Energy above the lowest of the compared OMol25 structures with the same formula, charge and spin: 0.0 kJ/mol
E_LUMO: 0.1220 Eh
E: -41756.681 eV